Formula: C20H15F2N2O4S
Source: the OMol25 dataset
Level of theory: ωB97M-V with the def2-TZVPD basis set

```
! wB97M-V def2-TZVPD RIJCOSX def2/J DEFGRID3
* xyz -1 1
C -2.755 -2.895 -1.726
C -2.421 -2.446 -0.336
O -2.243 -0.998 -0.494
C -1.894 -0.350 0.620
C -1.780 1.165 0.397
C -0.389 1.716 0.694
C 0.435 1.098 1.627
C 1.787 1.440 1.697
C 2.299 2.439 0.858
C 1.432 3.155 0.033
C 0.082 2.804 -0.043
C -2.179 1.387 -0.980
N -2.530 1.614 -2.073
O -1.694 -0.868 1.709
H -2.930 -3.965 -1.742
H -3.652 -2.393 -2.088
H -1.936 -2.672 -2.410
H -3.237 -2.636 0.375
H -1.490 -2.891 0.035
H 0.009 0.317 2.260
H 2.437 0.896 2.380
H 3.369 2.658 0.872
H 1.800 3.976 -0.588
H -0.619 3.356 -0.675
F -4.752 3.314 0.244
C -3.710 3.320 1.141
F -4.173 3.817 2.346
S -3.214 1.627 1.436
N -2.087 2.120 3.017
C -2.470 1.502 4.215
O -3.327 0.650 4.372
C -1.585 2.130 5.231
C -0.776 3.063 4.611
C 0.252 3.694 5.300
C 0.428 3.362 6.653
C -0.458 2.471 7.294
C -1.486 1.846 6.580
C -1.262 3.215 3.216
O -0.982 4.119 2.433
H -2.856 3.912 0.769
H 0.885 4.400 4.765
H 1.254 3.799 7.216
H -0.337 2.271 8.358
H -2.210 1.160 7.018
*
```

- HOMO: -1.843 eV
- E: -48422.1391 eV
- Molecular weight: 417.4 g mol⁻¹
- Energy relative to the best compared isomer or geometry (same formula, charge and spin): 71.0 kcal per mole
- Orbital gap: 4.78 eV



Formula: C21H46NO4P
Source: the OMol25 dataset
Level of theory: ωB97M-V with the def2-TZVPD basis set

```
! wB97M-V def2-TZVPD RIJCOSX def2/J DEFGRID3
* xyz 0 1
C -4.144 -1.677 1.958
C -4.937 -0.501 1.399
C -4.931 -0.448 -0.129
C -3.533 -0.234 -0.702
C -3.561 0.015 -2.209
C -2.176 -0.092 -2.851
C -1.148 0.822 -2.188
C 0.158 0.889 -2.979
C 1.296 1.511 -2.168
C 1.063 2.994 -1.890
C 2.185 3.652 -1.086
C 2.419 3.041 0.297
C 1.156 2.964 1.151
C 1.471 2.614 2.604
C 0.203 2.362 3.426
C -0.255 0.903 3.426
O -0.596 0.440 2.137
P 0.075 -0.917 1.592
O 0.604 -1.785 2.681
O -0.766 -1.469 0.505
O 1.466 -0.297 0.795
C 2.677 -0.879 1.097
C 3.239 -1.742 -0.050
N 2.426 -2.916 -0.481
C 3.294 -3.778 -1.304
C 1.278 -2.496 -1.308
C 1.941 -3.693 0.673
H -4.242 -1.718 3.041
H -4.512 -2.615 1.545
H -3.089 -1.581 1.717
H -4.517 0.429 1.789
H -5.973 -0.568 1.745
H -5.351 -1.377 -0.524
H -5.581 0.371 -0.454
H -3.074 0.617 -0.199
H -2.909 -1.102 -0.493
H -3.977 1.007 -2.408
H -4.222 -0.717 -2.683
H -1.830 -1.126 -2.775
H -2.257 0.157 -3.914
H -0.939 0.446 -1.187
H -1.572 1.823 -2.098
H 0.441 -0.127 -3.272
H 0.007 1.459 -3.900
H 2.240 1.398 -2.714
H 1.375 0.973 -1.223
H 0.126 3.113 -1.348
H 0.964 3.523 -2.842
H 3.118 3.597 -1.656
H 1.940 4.711 -0.965
H 2.833 2.038 0.189
H 3.168 3.650 0.816
H 0.492 2.198 0.752
H 0.635 3.924 1.120
H 2.096 1.719 2.634
H 2.042 3.431 3.054
H -0.607 2.986 3.043
H 0.374 2.635 4.470
H 0.523 0.260 3.848
H -1.150 0.810 4.055
H 3.426 -0.089 1.266
H 2.587 -1.469 2.018
H 4.215 -2.108 0.276
H 3.371 -1.102 -0.925
H 4.135 -4.145 -0.718
H 2.727 -4.632 -1.671
H 3.676 -3.219 -2.158
H 0.531 -1.965 -0.699
H 0.797 -3.375 -1.732
H 1.614 -1.845 -2.111
H 2.783 -4.022 1.280
H 1.269 -3.093 1.296
H 1.390 -4.562 0.320
*
```

- HOMO: -9.375 eV
- E: -41495.4454 eV
- Molecular weight: 407.6 g mol⁻¹
- SMILES: CCCCCCCCCCCCCCCCO[P@@](=O)([O-])OCC[N+](C)(C)C
- Energy relative to the best compared isomer or geometry (same formula, charge and spin): 0.4 kcal per mole
- Orbital gap: 9.44 eV



Formula: C3H10N2O
Source: the OMol25 dataset
Level of theory: ωB97M-V with the def2-TZVPD basis set

```
! wB97M-V def2-TZVPD RIJCOSX def2/J DEFGRID3
* xyz 0 1
N 0.232 1.511 2.099
C 0.913 2.672 1.663
O 0.496 3.776 1.890
H -0.095 1.001 1.286
H -0.497 1.837 2.722
H 1.908 2.479 1.243
C 0.215 -0.333 -1.540
N -0.659 -1.503 -1.667
C -0.878 -2.168 -0.341
H 0.997 -0.268 -0.780
H 0.785 -0.362 -2.488
H -0.385 0.598 -1.513
H -0.327 -2.162 -2.351
H -0.915 -3.239 -0.544
H -1.843 -1.894 0.111
H 0.054 -1.946 0.211
*
```

- HOMO: -9.060 eV
- E: -8299.8137 eV
- Molecular weight: 90.1 g mol⁻¹
- SMILES: NC=O.CNC
- Energy relative to the best compared isomer or geometry (same formula, charge and spin): 39.0 kcal per mole
- Orbital gap: 9.91 eV